{"formula": "C3H7NO3", "method": "the ωB97M-V functional and the def2-TZVPD basis", "species": ["C", "C", "C", "H", "H", "H", "H", "H", "H", "H", "N", "O", "O", "O"], "xyz": [[1.03361, 1.47957, -0.20817], [-0.24366, -0.49939, -0.05404], [-1.54086, -0.83608, 0.09221], [2.14105, 1.13662, -0.09664], [0.69510, 1.36216, -1.31383], [0.97443, 2.63934, 0.22714], [-1.46954, -1.30839, 1.25596], [-1.73044, -1.89631, -0.45065], [-2.56158, 0.89416, 0.62587], [2.56230, -1.54269, -0.16489], [0.65323, -1.42241, -0.26837], [0.08489, 0.70554, 0.36708], [-2.69100, 0.10770, -0.18884], [2.09246, -0.81982, 0.17716]], "homo_lumo_gap_ha": 0.3752, "total_charge": 0, "e_lumo_ha": 0.016}



{"formula": "C22H30GaN8PSe", "method": "the ωB97M-V functional and the def2-TZVPD basis", "species": ["Ga", "N", "N", "N", "C", "N", "N", "H", "H", "H", "C", "C", "C", "C", "C", "C", "Se", "C", "C", "C", "H", "H", "H", "H", "H", "H", "H", "H", "H", "H", "H", "C", "P", "C", "C", "C", "C", "C", "C", "C", "H", "H", "H", "H", "H", "H", "H", "H", "H", "H", "H", "N", "C", "C", "N", "C", "C", "N", "H", "H", "H", "H", "H"], "xyz": [[-0.54271, 0.25661, -0.51339], [2.03254, -3.50896, 1.97738], [1.37643, -2.31436, 1.85713], [0.97184, -1.61198, 2.89915], [0.30977, -0.63207, 2.32004], [0.34617, -0.76082, 0.97978], [1.02695, -1.86521, 0.70646], [2.54715, -3.51053, 2.85177], [2.64024, -3.62422, 1.16904], [-0.16920, 0.16820, 2.85857], [5.33449, -3.84381, -1.17137], [4.18649, -2.91910, -1.47132], [3.06530, -3.36171, -2.15963], [2.01547, -2.51104, -2.49414], [0.87413, -3.06682, -3.29922], [2.09623, -1.17583, -2.08844], [0.65217, 0.04232, -2.53898], [3.21612, -0.68565, -1.40904], [3.37753, 0.74863, -0.98441], [4.23986, -1.57691, -1.10474], [5.09632, -4.87299, -1.43227], [5.61683, -3.81297, -0.11726], [6.21618, -3.55000, -1.74276], [3.01471, -4.39738, -2.47524], [0.90830, -4.15447, -3.31232], [0.91444, -2.71581, -4.33221], [-0.08824, -2.75675, -2.90109], [2.43762, 1.18588, -0.65079], [3.73789, 1.36223, -1.81318], [4.10299, 0.82906, -0.17579], [5.11799, -1.20327, -0.58734], [-1.06858, 3.24710, -1.71573], [-0.60577, 2.59013, -0.09441], [1.07543, 3.16378, 0.22347], [-1.71601, 3.29963, 1.12425], [-3.06836, 3.46123, 0.81098], [-3.93198, 4.00373, 1.74936], [-3.45327, 4.38004, 2.99893], [-2.11177, 4.21676, 3.31310], [-1.23890, 3.67671, 2.37969], [-1.04342, 4.33689, -1.66827], [-2.07011, 2.92786, -2.00036], [-0.35719, 2.90250, -2.46630], [1.07736, 4.25032, 0.31440], [1.69830, 2.86776, -0.62103], [1.48166, 2.72075, 1.13210], [-3.45031, 3.19143, -0.16623], [-4.97435, 4.14917, 1.49912], [-4.12651, 4.81565, 3.72498], [-1.73871, 4.52365, 4.28077], [-0.19080, 3.57586, 2.63210], [-5.13363, -0.61774, 2.00556], [-4.34926, -0.88259, 0.94987], [-3.10341, -0.25519, 0.76310], [-2.36934, -0.54155, -0.31357], [-2.81518, -1.42074, -1.21627], [-4.04195, -2.03648, -0.99741], [-4.78915, -1.78034, 0.05795], [-4.89144, 0.06796, 2.69687], [-6.01068, -1.10532, 2.08975], [-2.72072, 0.47507, 1.46747], [-2.20969, -1.60672, -2.08920], [-4.42428, -2.75757, -1.70945]], "homo_lumo_gap_ha": 0.2742, "total_charge": 2, "e_lumo_ha": -0.226}



{"formula": "C40H44N3", "method": "the ωB97M-V functional and the def2-TZVPD basis", "species": ["C", "C", "C", "C", "C", "C", "N", "C", "C", "N", "C", "C", "C", "C", "C", "C", "C", "C", "C", "C", "C", "C", "C", "C", "H", "H", "H", "H", "H", "H", "H", "H", "H", "H", "H", "H", "H", "H", "H", "H", "H", "H", "H", "H", "H", "H", "H", "H", "H", "H", "C", "C", "N", "C", "C", "C", "C", "C", "C", "C", "C", "C", "C", "C", "C", "C", "C", "C", "C", "H", "H", "H", "H", "H", "H", "H", "H", "H", "H", "H", "H", "H", "H", "H", "H", "H", "H"], "xyz": [[-4.03914, -4.59882, 0.10582], [-3.75278, -3.36293, 0.91206], [-3.64241, -3.42998, 2.30570], [-3.36054, -2.29587, 3.07127], [-3.26828, -2.41929, 4.55804], [-3.14981, -1.08028, 2.39714], [-2.84991, 0.08136, 3.16451], [-1.88088, 1.00552, 2.82357], [-0.92557, 0.84087, 1.84442], [-2.23428, 2.19033, 3.46481], [-1.80269, 3.46244, 2.99011], [-2.68609, 4.23885, 2.22352], [-4.12423, 3.87150, 2.07444], [-2.15570, 5.33299, 1.53095], [-0.80752, 5.67665, 1.63641], [-0.28243, 6.85171, 0.86225], [0.02947, 4.91558, 2.45968], [-0.46209, 3.81431, 3.16531], [0.38506, 3.01852, 4.10152], [-3.37868, 1.96396, 4.20436], [-3.73717, 0.67980, 4.04914], [-3.37709, -0.96106, 1.01821], [-3.44180, 0.36509, 0.33330], [-3.61742, -2.12646, 0.28326], [-4.08228, -4.35300, -0.96150], [-3.26127, -5.36291, 0.24602], [-4.99906, -5.05541, 0.38859], [-3.78891, -4.39037, 2.80431], [-3.03834, -1.46554, 5.02920], [-4.21664, -2.77940, 4.98044], [-2.48638, -3.13505, 4.84364], [-0.23714, 1.66030, 1.68090], [-0.87933, -0.11253, 1.33572], [-4.62134, 4.59302, 1.41674], [-4.24957, 2.87509, 1.63251], [-4.65161, 3.87342, 3.03488], [-2.81313, 5.91883, 0.88517], [0.79415, 6.97667, 1.02084], [-0.45421, 6.72393, -0.21681], [-0.78141, 7.78632, 1.15930], [1.08418, 5.17892, 2.54978], [1.38656, 3.45580, 4.15776], [-0.03940, 3.01291, 5.11543], [0.47456, 1.97634, 3.77852], [-3.85272, 2.74377, 4.77753], [-4.57562, 0.14088, 4.45792], [-3.63026, 0.21900, -0.73745], [-4.23522, 1.00987, 0.73474], [-2.50373, 0.92472, 0.41650], [-3.71618, -2.05876, -0.80037], [-1.22774, -1.11338, -5.63233], [0.20817, -1.29283, -5.39099], [1.04604, -1.66298, -6.38568], [0.65403, -1.86020, -7.77314], [2.35511, -1.77505, -5.91879], [2.35173, -1.42122, -4.55159], [3.58191, -1.32648, -3.90661], [4.75943, -1.62755, -4.60652], [4.72832, -2.00065, -5.95725], [3.50497, -2.07009, -6.64116], [0.95895, -1.12497, -4.18218], [0.46151, -0.67221, -2.95630], [1.19746, -0.70540, -1.72399], [1.98539, -1.81990, -1.32433], [2.73522, -1.78065, -0.15723], [2.78706, -0.60903, 0.61292], [3.69068, -0.53891, 1.80275], [2.00336, 0.49461, 0.24327], [1.16260, 0.42147, -0.85696], [-1.69079, -0.87428, -4.67272], [-1.42380, -0.29212, -6.33842], [-1.69477, -2.02168, -6.04253], [1.53617, -2.11155, -8.36651], [-0.07677, -2.67186, -7.87014], [0.20453, -0.95308, -8.19694], [3.60584, -1.01574, -2.86936], [5.71428, -1.56145, -4.08097], [5.65928, -2.23497, -6.47167], [3.43973, -2.34951, -7.68912], [-0.52266, -0.19655, -2.98238], [1.98409, -2.71968, -1.95198], [3.32022, -2.65433, 0.15097], [3.53682, 0.39317, 2.35315], [3.50981, -1.37542, 2.48775], [4.74609, -0.58370, 1.50206], [2.04228, 1.41314, 0.83842], [0.49103, 1.24603, -1.11197]], "homo_lumo_gap_ha": 0.1363, "total_charge": 1, "e_lumo_ha": -0.167}



{"formula": "C4H8O2", "method": "the ωB97M-V functional and the def2-TZVPD basis", "species": ["C", "C", "O", "C", "C", "O", "H", "H", "H", "H", "H", "H", "H", "H"], "xyz": [[-1.10126, 0.19095, -0.85148], [0.12345, 0.42762, 0.03593], [0.24458, 1.80944, 0.33742], [0.16419, -0.42494, 1.32692], [1.42916, 0.02766, -0.61984], [1.24001, -1.18697, -1.10728], [-2.01781, 0.54508, -0.36315], [-1.22606, -0.86739, -1.09376], [-0.98408, 0.75054, -1.78625], [-0.59181, 2.08344, 0.73806], [-0.21437, 0.14280, 2.18114], [-0.39593, -1.35766, 1.21398], [1.20511, -0.68391, 1.55830], [2.09260, -1.49832, -1.44156]], "homo_lumo_gap_ha": 0.3452, "total_charge": 0, "e_lumo_ha": 0.027}



Q: Number 3 is which compound?
A: C40H44N3